Entry from the OMol25 dataset: C34H40N4Ni as an isolated structure (the ωB97M-V functional and the def2-TZVPD basis).

Structure (XYZ):
```
79
Properties=species:S:1:pos:R:3:forces:R:3:mulliken_charge:R:1
H -2.2624 5.1798 -0.5601 -0.04 -0.02 0.12 0.38
H -2.1128 6.0662 1.8076 0.03 -0.10 -0.10 0.33
N -2.3009 0.2046 -0.0574 -0.04 -0.58 -1.76 1.03
H 1.2677 -0.1659 -2.3046 -0.40 -0.21 -0.28 -0.05
C 1.5782 -2.8082 0.2703 -0.02 -0.18 -0.25 -1.22
C 1.8314 1.4102 3.2173 0.02 0.26 0.08 -1.56
C 0.1358 -0.5070 2.8723 0.53 -0.43 0.36 0.81
C -2.0899 4.0973 2.6742 -0.21 -0.70 -0.99 -0.27
H 0.2198 3.0965 1.5745 0.38 0.12 -0.19 0.26
C 1.2269 -1.7339 1.2367 0.48 0.41 0.76 0.90
C 3.3001 -0.1878 0.8638 0.13 0.09 -0.10 -1.43
H 2.4572 2.0300 2.5674 -0.02 -0.01 0.13 0.34
H 1.3306 0.9759 -1.0634 -0.37 0.59 0.35 -0.06
C -2.2325 2.2932 1.2483 0.04 -3.12 -0.28 0.36
C 1.3585 -5.2705 -4.2645 0.02 -0.15 0.05 -2.37
H 1.1929 -6.2664 -3.8433 0.06 0.07 -0.12 0.56
C 1.4949 4.8193 1.1676 0.00 -0.27 -0.18 -1.21
C 2.4111 5.3675 0.2623 -0.09 0.01 0.33 -0.63
H 2.1227 -2.3925 -0.5881 -0.07 -0.20 0.09 0.12
H -1.9975 4.4541 3.7032 -0.04 0.00 -0.17 0.35
H -0.2523 -0.1323 4.9483 -0.12 -0.01 -0.05 0.29
H -0.9041 -5.6164 -2.7502 0.19 0.29 -0.03 -0.85
H -0.1492 1.7208 -0.9934 0.34 0.10 0.24 0.32
C 2.2972 3.3864 -1.1140 0.22 0.37 0.39 -0.59
C -2.1554 4.9993 1.6010 0.19 0.78 0.81 -0.63
C -3.4191 -0.0902 -0.8459 0.22 0.47 1.00 -1.17
N 0.7343 1.5849 -0.4943 0.64 0.83 -0.39 -0.10
C 0.5564 -4.2342 -3.5318 0.33 -0.07 0.25 7.01
H -0.6846 -3.4885 3.0236 -0.08 -0.01 -0.10 0.25
H -2.4233 2.6919 -0.8772 0.08 0.13 0.08 0.31
C 1.3847 2.8443 -0.2053 -0.68 -0.48 -0.68 -0.28
H 3.3881 -0.6186 -0.1425 0.07 0.09 0.10 0.27
C -0.7755 -0.0981 3.9785 -0.11 0.23 0.22 -1.49
H -2.4660 0.2989 2.0582 0.40 0.24 -0.38 0.52
H -2.4961 -5.1231 -1.2181 -0.05 0.26 -0.03 0.31
C -0.9536 -2.7741 2.2314 -0.18 -0.13 0.02 -1.58
C -2.2962 3.1383 0.1063 0.06 1.09 -0.26 -0.37
H 1.1611 5.3684 2.0594 0.20 -0.19 -0.52 0.39
C -0.9250 -2.2625 -2.2138 -0.03 -0.15 -0.20 -3.35
H -2.6675 -3.5669 -0.4004 0.04 0.08 -0.32 0.26
H 2.4276 -5.0369 -4.2064 -0.14 -0.10 -0.07 0.38
H 0.6698 -3.2835 -0.1254 0.27 -0.01 0.02 0.05
H -1.6424 -0.7665 4.0522 0.09 0.13 -0.01 0.35
H -4.3686 0.3735 -0.6525 -0.11 -0.02 -0.06 0.55
Ni 0.1136 -0.0596 0.7658 0.46 0.28 -0.82 1.31
H -1.1477 0.9284 3.8283 0.02 -0.33 0.09 0.36
N -2.1301 2.7752 2.5124 0.04 1.72 1.18 -0.50
H 3.5449 5.1014 -1.5517 -0.20 -0.13 0.13 0.37
H -3.4896 -3.8698 -1.9564 0.18 0.07 0.17 0.41
C -0.5850 -4.5725 -2.8057 -0.29 0.38 -0.19 -4.29
C -1.2007 -0.4659 -0.5214 -1.18 -0.20 0.56 -2.53
H 1.8238 -2.6156 -4.1822 -0.25 -0.13 0.15 -0.90
C -3.0280 -0.9972 -1.7434 0.33 -0.50 -0.37 -0.59
H 4.1416 -0.5698 1.4590 0.04 0.06 -0.10 0.28
C 0.1932 -1.8992 -2.9760 -0.01 -0.35 0.09 3.13
H 1.0905 -5.3052 -5.3291 0.01 0.03 0.11 0.57
C 0.6264 -0.4792 -3.1433 0.59 0.41 -0.16 -1.32
H 3.4211 0.9008 0.7837 0.05 -0.12 -0.05 0.32
H 1.0108 2.0356 3.5900 0.12 -0.02 -0.05 0.34
C 1.3085 0.2176 2.4964 -0.07 -0.77 -0.03 0.36
H -1.9321 -2.3522 2.4931 0.07 -0.10 -0.10 0.39
C -2.2388 4.5080 0.2953 -0.12 -1.01 -0.14 -0.52
C 0.9794 3.5434 0.9264 -0.07 0.34 0.04 0.48
C 2.8230 4.6552 -0.8657 -0.08 -0.08 0.14 -0.55
C 0.9398 -2.8965 -3.6049 -0.58 0.04 0.01 -3.69
C -2.1696 0.8755 1.1757 -1.55 2.08 0.70 -0.82
C -1.3498 -3.6022 -2.1431 0.77 0.22 -0.19 3.90
H 2.5796 2.8309 -2.0100 -0.10 0.09 0.24 0.37
H 2.8024 6.3634 0.4534 0.03 -0.09 -0.09 0.37
H 2.4386 1.1145 4.0871 -0.01 0.05 -0.05 0.35
C 0.0722 -1.7042 2.0959 0.85 0.35 0.42 0.22
H 1.2666 -0.3989 -4.0321 -0.25 -0.03 0.09 0.46
H 2.2057 -3.5926 0.7207 -0.08 0.05 -0.11 0.36
H -0.2054 0.2273 -3.2595 0.15 -0.17 0.22 0.16
C -2.5645 -4.0394 -1.3870 -0.35 -0.47 0.35 -1.70
C 1.9886 -0.5316 1.4768 -0.06 -1.02 0.79 0.35
H -1.0615 -3.3425 1.3008 -0.03 0.05 0.10 0.26
H -3.5744 -1.5086 -2.5121 -0.02 -0.03 -0.12 0.55
N -1.6656 -1.2520 -1.5094 -0.63 -0.20 -0.90 2.24
```
Forces are in eV/Å.

Its calculated total energy is -3046.79074 hartree. Its HOMO-LUMO gap (spin up / spin down) is 1.8 / 4.1 eV. As for the net charge: -2. The calculation puts the highest occupied orbital energy (spin up / spin down) at 2.64 / 0.33 eV. Its spin multiplicity is 3.

Entry from the OMol25 dataset: C9H14ClI2NOPTl as an isolated structure (the ωB97M-V functional and the def2-TZVPD basis).

Structure (XYZ):
```
30
Properties=species:S:1:pos:R:3:forces:R:3:mulliken_charge:R:1
H -0.4072 -1.3005 5.1246 0.24 0.43 -0.07 0.40
C -0.2485 -0.7097 3.0806 -0.22 -0.15 0.44 0.15
H 1.3859 2.5893 4.2234 -0.22 -0.49 0.07 0.40
H 0.1574 2.6727 -2.0817 0.18 -0.14 -0.22 0.39
H 1.7266 -1.0941 -2.8050 -0.16 0.06 -0.16 0.37
I 1.7833 -4.8954 -1.4445 -1.29 -0.01 0.33 0.06
H 1.7154 1.7753 -2.1129 -0.21 0.01 -0.18 0.35
H 0.6628 0.8549 5.9282 -0.03 -0.04 -0.28 0.42
H 0.7840 -0.6176 -4.2747 0.15 -0.39 0.06 0.45
C 0.7118 1.3846 2.5933 0.14 0.20 -0.16 0.12
N 0.1307 0.2357 2.2144 -0.43 -0.14 -1.04 -0.26
C 0.9177 1.6408 3.9401 0.08 0.21 -0.37 -0.80
C 0.7274 -0.9795 -3.2400 -0.07 0.13 -0.10 -1.06
Tl -0.1169 -0.4168 0.0161 5.65 0.75 0.19 1.30
H -0.7104 -1.6312 2.6556 0.39 0.73 0.54 0.36
C 0.7161 1.8551 -2.5569 -0.10 0.07 0.01 -1.09
H 0.7776 2.0120 -3.6414 0.13 0.23 0.21 0.44
H -2.3571 1.2691 -2.5491 0.01 -0.10 -0.28 0.42
Cl 2.3469 -0.2443 -0.0494 -0.40 -0.53 0.11 -0.38
O -3.3147 -0.3290 0.2049 5.79 0.24 -0.71 -0.14
I -0.9232 -5.0591 -0.7680 1.28 0.34 -0.29 -0.03
H 0.1898 -1.9322 -3.1734 0.11 0.14 -0.17 0.34
C -2.1542 -0.3439 0.1327 -10.76 -0.90 1.84 0.39
C 0.5157 0.6774 4.8626 0.02 0.01 0.42 -0.03
C -0.0737 -0.5140 4.4434 -0.15 -0.36 -0.33 -0.84
H -2.3486 -0.4815 -2.9742 0.00 0.19 -0.21 0.40
P -0.1686 0.3032 -2.3594 0.41 0.12 -0.58 0.25
C -1.8109 0.4691 -3.0625 0.14 -0.01 0.13 -1.18
H -1.6324 0.7257 -4.1119 -0.44 -0.01 0.03 0.42
H 1.0174 2.0838 1.7850 -0.23 -0.58 0.79 0.40
```
Forces are in eV/Å.

Its calculated total energy is -2050.09970 hartree. Its HOMO-LUMO gap is 5.1 eV. As for the net charge: +2. The calculation puts the highest occupied orbital energy at -14.59 eV. As for the energy above the lowest of the compared OMol25 structures with the same formula, charge and spin: 0.0 kcal/mol.

Entry from the OMol25 dataset: C5H6O2 as an isolated structure (the ωB97M-V functional and the def2-TZVPD basis).

Structure (XYZ):
```
13
Properties=species:S:1:pos:R:3:forces:R:3:nbo_charge:R:1
O 0.5508 -0.7918 1.2129 0.16 -0.02 -0.04 -0.50
C -1.1060 -0.6909 -0.6135 -0.22 -0.25 -0.16 0.07
H -1.9010 -1.2483 -1.0988 0.22 0.06 0.01 0.21
H -0.1112 2.0587 -0.3772 -0.19 -0.10 0.15 0.21
C 0.1818 -0.0842 -1.0766 0.24 0.12 -0.21 -0.32
O -1.4795 0.4707 0.1319 -0.11 -0.03 0.06 -0.50
H 0.7426 -2.0671 -0.4510 -0.54 -0.47 0.33 0.21
C -0.1425 1.0125 -0.0694 0.16 0.30 0.14 0.06
C 0.6183 0.6340 1.1950 0.04 0.32 -0.01 -0.09
H 0.1002 1.0319 2.0728 0.11 -0.11 -0.06 0.20
H 1.6714 0.9483 1.2047 -0.15 0.12 -0.12 0.17
H 0.6598 -0.0756 -2.0473 0.07 0.18 0.20 0.23
C 0.2153 -1.1981 -0.0836 0.21 -0.12 -0.29 0.05
```
Forces are in eV/Å.

Its calculated total energy is -344.49376 hartree. Its HOMO-LUMO gap is 9.9 eV. As for the net charge: 0. The calculation puts the highest occupied orbital energy at -8.93 eV. As for the energy above the lowest of the compared OMol25 structures with the same formula, charge and spin: 67.9 kcal/mol.

Entry from the OMol25 dataset: a 10-piece molecular cluster, C11H43N15O10 overall (the ωB97M-V functional and the def2-TZVPD basis).

Structure (XYZ):
```
79
Properties=species:S:1:pos:R:3:forces:R:3:mulliken_charge:R:1
N -1.2351 0.4225 -1.1274 -0.17 0.04 0.49 0.28
H 0.6160 -3.7318 -1.2574 0.05 -0.04 0.08 0.19
H 2.0110 -1.1300 1.4637 -0.33 -0.08 -0.05 -0.10
H 1.2199 0.3066 -1.1251 -0.05 0.12 -0.07 0.08
H 3.4503 3.4464 -1.6653 -0.03 0.06 -0.04 0.29
H -1.6262 -2.0915 -4.2704 0.00 -0.05 -0.10 0.22
C 2.0391 -1.4908 2.4892 0.34 -0.26 0.54 -0.99
H -4.4938 1.0054 1.5595 0.19 0.13 0.18 0.15
H -2.4353 -0.6227 -6.4340 -0.78 -0.10 -0.33 0.21
H -1.3841 -0.2510 3.6076 -0.09 -0.01 -0.08 0.28
C 4.4817 -0.1391 -1.4679 0.71 -0.33 0.06 0.56
H 0.0067 3.1141 0.5844 -0.20 0.09 0.10 0.35
H 5.0984 -0.2076 -3.3373 0.48 -0.05 -0.19 0.22
N -3.8456 1.2701 0.8397 -0.33 -0.27 0.39 -0.24
N 0.8470 0.5445 -0.2208 0.65 -0.39 -0.20 1.01
N -2.8424 -0.2079 -5.6179 1.06 0.30 0.44 -0.33
H 6.4247 -0.4621 -2.2173 0.00 0.00 -0.05 0.17
N 4.8908 -0.3257 -0.1790 -0.26 0.30 -0.32 -0.35
O -0.9634 1.1382 1.0224 -0.03 0.24 -0.09 -0.92
H -2.1675 0.8430 -1.1245 0.08 -0.15 -0.40 -0.20
C -4.3750 1.5282 -0.3774 0.10 0.47 -0.35 0.58
N -3.3957 -1.0412 5.9745 -0.39 -0.08 -0.12 -0.37
H -3.6802 -0.9037 6.9251 0.19 0.25 0.05 0.23
H -0.8072 0.1884 -2.0265 -0.31 0.41 0.33 0.09
H -5.2639 -0.0275 -3.5183 -0.14 0.05 -0.29 0.16
O -3.7255 1.7494 -1.4028 0.15 -0.14 0.30 -0.80
N -5.7366 1.5808 -0.4153 -0.08 -0.22 0.17 -0.41
H 1.9618 -0.4587 -3.5202 0.11 -0.03 -0.05 0.12
H 2.8178 2.1804 -1.0846 -0.03 -0.11 -0.36 0.22
O -0.4881 0.0418 -3.7612 0.15 0.08 -0.04 -0.88
O 0.3980 3.9218 0.2299 0.20 -0.20 0.21 -0.70
H -2.1634 0.2898 -5.0605 -0.14 -0.21 0.27 0.15
N 5.4466 -0.3603 -2.4072 -0.73 0.06 -0.26 -0.48
H 2.6473 1.5056 4.0397 0.05 0.19 -0.26 0.45
H 1.2444 3.6264 -0.1373 -0.15 0.21 -0.23 0.35
H 1.8679 -2.0770 -4.1258 -0.11 -0.04 0.06 0.16
H 0.3775 0.4588 2.2636 -0.15 -0.31 0.14 -0.44
H 3.0431 -1.9056 2.6235 -0.03 0.00 0.11 0.47
H 1.8527 -0.7494 4.5074 -0.15 -0.03 0.02 0.38
O -1.1711 -4.5421 0.2754 0.16 0.01 -0.25 -0.72
C -0.7887 -3.3869 0.1546 -0.61 -0.55 0.65 0.46
H -0.2250 -3.0872 -4.3381 0.18 0.09 0.11 0.17
O 3.3406 0.1557 -1.8075 -0.21 0.13 0.28 -0.54
N -0.6215 -2.1685 -4.2843 -0.85 0.30 -0.14 -0.37
C -2.3321 -0.3664 5.4227 0.35 -0.48 -0.62 0.44
C 2.9347 0.6634 3.3920 0.03 0.08 1.03 -1.11
H 3.8661 0.2894 3.8421 0.03 -0.23 -0.27 0.45
C -4.1345 -0.3634 -5.1939 -0.46 0.73 -1.08 0.52
N 0.1629 -3.0065 -0.7360 0.32 0.32 -0.44 -0.13
C 4.0686 2.1749 1.9934 0.64 0.03 -0.35 -0.93
H 1.5529 0.8055 0.4505 -0.36 0.11 0.36 -0.54
H -6.2895 1.3409 0.3855 -0.17 0.13 -0.10 0.14
H -1.0044 -1.4349 0.8047 -0.22 0.07 0.16 0.30
N -1.3012 -2.3864 0.9201 0.23 0.21 -0.11 -0.14
O -5.0277 -0.7505 -5.9316 0.11 -0.68 0.31 -0.66
H -6.1715 1.8332 -1.2818 -0.04 -0.07 -0.01 0.24
H -2.8561 1.3264 1.0853 -0.02 -0.06 -0.52 0.26
H 5.8829 -0.4218 -0.0496 -0.06 0.06 0.37 0.25
N 0.5006 0.2804 3.2603 0.71 0.34 -0.27 -0.01
C 1.8022 -0.3615 3.4874 0.46 0.22 -0.74 0.19
H 5.0621 1.8215 2.3023 -0.07 0.33 0.47 0.38
N 1.4112 -1.2151 -3.8952 -0.06 0.67 0.21 -0.31
O -1.5060 0.2567 6.0552 -0.06 0.11 0.34 -0.62
H -3.7080 0.6630 -3.4262 0.01 -0.12 0.07 0.20
H 0.5840 -2.0949 -0.6866 0.06 -0.02 -0.03 0.07
N -4.3529 0.0697 -3.9234 0.26 0.01 0.63 -0.21
H 4.2186 2.4943 0.9582 -0.45 -0.21 -0.09 0.25
H 3.7290 3.0589 2.5349 0.07 -0.14 0.31 0.29
H -4.0713 -1.4362 5.3443 -0.05 -0.08 0.25 0.15
N -2.2374 -0.5739 4.0621 -0.25 0.23 0.65 -0.14
O 2.6012 3.0480 -1.4514 0.14 -0.02 0.27 -0.64
H 0.6099 1.2381 3.5920 -0.53 -0.10 0.42 0.25
H 4.3443 0.1406 0.5337 -0.02 -0.28 0.21 0.15
C 0.0564 -1.0378 -3.9656 0.83 -1.17 -0.24 0.88
O 3.1617 1.1000 2.0664 -0.36 0.02 -0.58 -0.01
H -1.9941 -2.6343 1.5991 0.03 0.03 0.04 0.13
H 1.3363 -2.3037 2.6675 -0.15 0.07 -0.31 0.36
C -0.4912 0.7430 -0.0559 0.22 -0.01 -0.72 0.15
H -3.0554 -0.9100 3.5887 0.31 0.00 -0.36 0.22
```
Forces are in eV/Å.

Its calculated total energy is -2018.97725 hartree. The SMILES is COC[C@H](C)N.NC(N)=O.NC(N)=O.NC(N)=O.NC(N)=O.NC(N)=O.NC(N)=O.NC(N)=O.O.O. Its HOMO-LUMO gap is 9.0 eV. As for the net charge: 0. The calculation puts the highest occupied orbital energy at -9.22 eV.